Formula: C58H44Cl5N6RbS4
Source: the OMol25 dataset
Level of theory: wB97M-V/def2-TZVPD

Geometry as XYZ:
```
118
Properties=species:S:1:pos:R:3
Rb 0.3955 0.4630 -0.1424
C -2.9087 2.8952 1.6664
C -2.8751 3.4331 0.2288
S -1.2090 3.7156 -0.4381
C -0.7176 5.0312 0.7188
C 0.7837 5.2903 0.7634
S 1.8010 4.0499 1.6130
C 1.5644 4.5377 3.3518
C 0.5418 3.6985 4.1165
S 1.0812 1.9679 4.1465
C -0.4645 1.0291 4.3907
C -1.7075 1.6177 3.7439
S -1.4050 1.9529 1.9985
H -3.7796 2.2508 1.8032
H -2.9697 3.7137 2.3915
H -3.4637 4.3518 0.1635
H -3.3152 2.6976 -0.4479
H -1.0714 4.7486 1.7124
H -1.2374 5.9461 0.4176
H 0.9569 6.2557 1.2482
H 1.1999 5.3194 -0.2437
H 1.2691 5.5894 3.3874
H 2.5441 4.4580 3.8288
H -0.4104 3.7495 3.5935
H 0.4198 4.0688 5.1383
H -0.6456 0.8824 5.4577
H -0.2445 0.0557 3.9435
H -1.9965 2.5504 4.2382
H -2.5360 0.9133 3.8531
Cl -7.7883 2.5935 -5.1142
C -6.4144 1.8829 -4.2891
C -6.4411 0.5397 -3.9584
C -5.3485 -0.0142 -3.3063
C -4.2308 0.7514 -2.9746
C -4.2412 2.1023 -3.3232
C -5.3227 2.6739 -3.9798
C -3.0671 0.1496 -2.2582
C -1.8499 0.1013 -2.9583
C -1.6539 0.6117 -4.3241
C -0.3371 0.5143 -4.5770
C 0.2759 -0.0971 -3.3843
C 1.6455 -0.4119 -3.2951
C 2.5742 0.3686 -4.1654
C 3.7431 -0.1248 -4.7628
C 4.5831 0.6714 -5.5239
C 4.2713 2.0072 -5.7035
Cl 5.3404 3.0260 -6.6509
C 3.1400 2.5426 -5.1235
C 2.3144 1.7299 -4.3612
C 2.1440 -1.3959 -2.3543
N 1.5437 -1.6471 -1.1851
C 2.2377 -2.6371 -0.5598
C 1.9398 -3.1864 0.6904
C 2.8676 -4.2663 1.1540
C 4.1523 -3.9759 1.6010
C 5.0221 -4.9798 2.0065
C 4.5948 -6.2939 1.9609
Cl 5.6826 -7.5714 2.4645
C 3.3241 -6.6191 1.5189
C 2.4710 -5.6016 1.1179
C 0.8294 -2.9239 1.5273
C 0.5474 -3.6605 2.7460
C -0.6670 -3.2321 3.1774
C -1.1091 -2.2329 2.2173
N -0.1727 -2.0475 1.2700
C -2.4287 -1.6842 2.1841
C -3.0072 -1.0316 1.0934
C -4.3787 -0.5172 1.0450
C -4.5610 -0.0450 -0.2073
C -3.2921 -0.2527 -0.9174
N -2.3910 -0.8009 -0.0933
C -3.2921 -1.9575 3.3660
C -2.8843 -1.6167 4.6586
C -3.6826 -1.8559 5.7668
C -4.9166 -2.4557 5.5894
Cl -5.9431 -2.7477 6.9779
C -5.3455 -2.8355 4.3308
C -4.5291 -2.5920 3.2358
C 3.3296 -3.0763 -1.4083
C 3.2867 -2.2987 -2.5145
N -0.6847 -0.3613 -2.4675
H -7.3016 -0.0639 -4.2147
H -5.3527 -1.0650 -3.0441
H -3.3805 2.7129 -3.0750
H -5.3210 3.7230 -4.2434
H -2.4188 0.9829 -4.9887
H 0.1722 0.7693 -5.4924
H 4.0055 -1.1617 -4.6757
H 5.4728 0.2542 -5.9767
H 2.9222 3.5982 -5.2144
H 1.4917 2.1945 -3.8376
H 4.4801 -2.9453 1.6160
H 6.0205 -4.7461 2.3514
H 3.0110 -7.6540 1.4846
H 1.4739 -5.8373 0.7675
H 1.1692 -4.4212 3.1924
H -1.2189 -3.5962 4.0300
H -5.0970 -0.4951 1.8511
H -5.4579 0.4053 -0.6072
H -1.9150 -1.1569 4.7958
H -3.3526 -1.5774 6.7588
H -6.3009 -3.3286 4.2100
H -4.8467 -2.9150 2.2527
H 4.0150 -3.8866 -1.2115
H 3.9096 -2.4363 -3.3775
Cl 1.9193 3.1936 -1.4586
N 8.9000 0.0746 1.0001
C 7.7583 0.2014 0.9572
C 6.3224 0.3530 0.9107
C 5.7294 1.2156 0.0018
C 4.3436 1.3327 0.0064
N 3.5723 0.6395 0.8414
C 4.1502 -0.1906 1.7045
C 5.5207 -0.3694 1.7889
H 6.3266 1.7872 -0.6949
H 3.8200 2.0034 -0.6729
H 3.4808 -0.7404 2.3591
H 5.9574 -1.0469 2.5103
```

Calculated values
max |F|: 0.01886 Eh/bohr
LUMO level: 0.12005 hartree
charge: -2
Kohn-Sham gap: 0.1787 Eh

Formula: C58H46N8O5PdS
Source: the OMol25 dataset
Level of theory: wB97M-V/def2-TZVPD

Geometry as XYZ:
```
119
Properties=species:S:1:pos:R:3
Pd 0.2431 0.7878 0.2434
C -7.0696 -0.7194 6.7385
O -6.0608 -1.5459 6.0885
C -5.1432 -1.0077 5.3604
C -4.2197 -1.8712 4.6597
C -3.2359 -1.4057 3.8474
C -3.1238 0.0172 3.6080
C -4.0112 0.8745 4.2635
C -4.9262 0.3842 5.1535
C -2.1052 0.5626 2.7508
C -2.4629 1.2919 1.5632
C -3.8199 1.8672 1.3217
C -3.6027 2.6072 0.2518
C -2.2266 2.4306 -0.2827
N -1.5401 1.5769 0.5428
C -1.7183 2.9568 -1.5237
C -0.5170 2.5853 -2.0769
C 0.0098 3.1712 -3.2891
C 1.2020 2.4925 -3.5390
C 1.4168 1.6194 -2.4439
C 2.5136 0.6417 -2.3129
C 3.4017 0.6921 -3.5178
C 2.8722 0.3712 -4.7804
C 3.7165 0.2959 -5.8663
C 5.0807 0.4547 -5.6815
O 5.9971 0.2738 -6.6465
C 5.5533 -0.2518 -7.8897
C 5.5771 0.8586 -4.4695
C 4.7617 0.9766 -3.4054
C 2.8645 0.0129 -1.1784
N 2.0919 -0.0110 0.0024
C 2.9086 -0.5180 0.9450
C 2.6998 -0.5626 2.2672
C 3.8202 -1.0257 3.2069
C 3.7823 -2.1818 3.9216
C 4.7690 -2.5377 4.7458
C 5.8763 -1.7020 4.9576
O 6.7272 -2.1609 5.9461
C 7.9162 -1.4615 6.3198
C 5.9990 -0.5697 4.1783
C 4.9221 -0.1895 3.3556
C 1.4216 -0.2300 2.8908
C 1.0160 -0.3769 4.2055
C -0.3269 -0.2981 4.3389
C -0.7201 0.0489 3.0053
N 0.2213 0.1774 2.1208
C 4.1506 -0.9995 0.2993
C 4.0656 -0.6535 -0.9632
N 0.2924 1.6032 -1.5641
C -2.6037 4.0130 -2.1446
C -3.0167 5.1516 -1.4607
C -4.0270 5.9214 -1.9531
C -4.6062 5.6788 -3.2278
O -5.6369 6.3365 -3.7778
C -5.9112 7.6464 -3.2012
C -4.1094 4.5571 -3.9596
C -3.1507 3.7239 -3.4117
H -7.7286 -1.4582 7.1361
H -7.6464 -0.1612 5.9664
H -6.6632 0.0224 7.3953
H -4.3609 -2.9485 4.7750
H -2.6413 -2.0666 3.2312
H -3.9617 1.9531 4.0970
H -5.5655 1.1682 5.6004
H -4.7272 1.7097 1.9718
H -4.3702 3.1793 -0.2911
H -0.5641 3.8105 -3.8941
H 1.6769 2.5975 -4.4972
H 1.8084 0.2117 -4.8742
H 3.2609 0.0410 -6.7855
H 6.4190 -0.5498 -8.4753
H 4.9874 0.4127 -8.4960
H 4.9271 -1.1460 -7.7454
H 6.6165 1.0700 -4.4235
H 5.0869 1.3232 -2.4233
H 2.8681 -2.8085 3.9151
H 4.5707 -3.4385 5.3659
H 8.2709 -2.0547 7.2040
H 7.6236 -0.4673 6.6737
H 8.6085 -1.3491 5.4865
H 6.7805 0.1663 4.2526
H 4.9064 0.7237 2.7841
H 1.8507 -0.5708 4.9288
H -1.0337 -0.4205 5.1471
H 4.9748 -1.3717 0.9046
H 4.7260 -0.8524 -1.7970
H -2.5383 5.3125 -0.5006
H -4.4426 6.6754 -1.3158
H -6.3905 8.1906 -3.9725
H -4.9565 8.1245 -2.9296
H -6.5431 7.5790 -2.3675
H -4.5773 4.2721 -4.9381
H -2.8855 2.7927 -3.9179
S -1.2385 -1.6850 -2.4903
C -2.4760 -2.7439 -2.8928
N -2.6249 -3.1434 -4.2100
C -3.7121 -3.7778 -4.7026
C -4.6672 -4.1641 -3.8428
C -4.3933 -3.9496 -2.4517
N -3.3731 -3.2461 -2.0110
H -1.9057 -2.8745 -4.8611
H -3.7672 -3.8087 -5.7694
H -5.5461 -4.6865 -4.2122
H -5.0782 -4.3630 -1.7484
N 0.0497 -3.4008 3.0319
C 0.0272 -4.2091 1.9772
O -0.6717 -5.2009 1.9332
C 0.7262 -3.7543 0.7277
C 1.9383 -4.1774 0.1960
C 2.2822 -3.7998 -1.0817
C 1.4162 -3.0097 -1.8186
N 0.2745 -2.6107 -1.2099
C -0.0656 -2.9147 0.0129
H -0.5597 -3.6650 3.7906
H 0.6982 -2.5843 3.0564
H 2.5742 -4.7751 0.8600
H 3.2417 -4.1438 -1.4880
H 1.5574 -2.7151 -2.8535
H -1.0714 -2.6497 0.3339
```

Calculated values
max |F|: 0.09268 Eh/bohr
relative energy (zero: lowest compared OMol25 entry of this formula, charge and spin): 0.000 eV
LUMO level (alpha / beta): -0.19448 / -0.28645 hartree
charge: +2
multiplicity: 5
<S²>: 6.05
Kohn-Sham gap (alpha / beta): 0.1745 / 0.1445 Eh

Formula: C58H48FGeIP3S2Se3TeTi
Source: the OMol25 dataset
Level of theory: wB97M-V/def2-TZVPD

Geometry as XYZ:
```
119
Properties=species:S:1:pos:R:3
Ti -0.7378 -3.6963 -0.0981
F 1.8863 3.9291 0.6167
Ge 1.1167 2.2685 0.4249
C 1.4961 2.0873 -1.5374
C 1.9471 3.2293 -2.0958
C 2.5491 3.4792 -3.3844
C 3.1301 2.5817 -4.1880
C 3.1603 1.1235 -3.8644
C 1.2777 0.7570 -2.1856
P -0.5676 0.1780 -1.9013
C -1.4874 1.7700 -1.5894
C -2.6231 1.6885 -0.7819
C -3.5395 2.7277 -0.7292
C -3.3057 3.8956 -1.4357
C -2.1642 4.0040 -2.2154
C -1.2824 2.9396 -2.3206
C -1.4429 0.0542 -3.5604
C -0.9362 -0.7008 -4.6187
C -1.6451 -0.8883 -5.7943
C -2.9093 -0.3469 -5.9472
C -3.4505 0.3745 -4.8973
C -2.7360 0.5653 -3.7247
C 2.5143 1.3245 1.4456
C 3.2589 2.1332 2.2978
C 4.3393 1.6406 3.0017
C 4.6730 0.3084 2.8602
C 3.9324 -0.5127 2.0289
C 2.8507 -0.0335 1.2822
P 1.8423 -1.1680 0.1740
C 2.1933 -0.3698 -1.5150
C 2.0696 -1.4662 -2.5703
C 1.8427 -0.9261 -3.7598
C 1.7244 0.5726 -3.6470
C 4.0173 0.8654 -2.6483
C 3.5965 0.2144 -1.5735
C 3.1514 -2.4950 0.1182
C 4.1819 -2.6635 -0.8080
C 5.1512 -3.6374 -0.6183
C 5.1241 -4.4610 0.4954
C 4.1099 -4.3086 1.4245
C 3.1398 -3.3377 1.2339
C -0.5309 2.9152 1.3903
C -0.8464 4.2434 1.1283
C -1.9263 4.8618 1.7349
C -2.7242 4.1420 2.6018
C -2.4347 2.8149 2.8692
C -1.3303 2.1850 2.2967
P -0.9031 0.4404 2.6820
C -2.3367 0.0098 3.7674
C -2.4308 0.4281 5.0945
C -3.5485 0.1142 5.8520
C -4.5775 -0.6378 5.3037
C -4.4869 -1.0648 3.9886
C -3.3771 -0.7387 3.2241
C 0.2967 0.7634 4.0499
C 0.5838 2.0283 4.5591
C 1.4825 2.1761 5.6051
C 2.1146 1.0687 6.1470
C 1.8386 -0.1931 5.6410
C 0.9390 -0.3454 4.5986
H 1.8954 4.1174 -1.4758
H 2.6104 4.5265 -3.6651
H 3.6058 2.9058 -5.1067
H 3.6068 0.5866 -4.7123
H -2.8101 0.7766 -0.2331
H -4.4365 2.6200 -0.1327
H -4.0106 4.7172 -1.3850
H -1.9700 4.9157 -2.7693
H -0.4399 3.0207 -2.9908
H 0.0068 -1.1968 -4.5039
H -1.2139 -1.4949 -6.5819
H -3.4733 -0.5060 -6.8587
H -4.4510 0.7841 -4.9769
H -3.2294 1.1015 -2.9313
H 2.9847 3.1741 2.4012
H 4.9099 2.2879 3.6561
H 5.5191 -0.1069 3.3945
H 4.2274 -1.5464 1.9705
H 2.1919 -2.5219 -2.3741
H 1.8728 -1.4412 -4.7094
H 1.0426 1.0257 -4.3694
H 5.0275 1.2608 -2.6921
H 4.2442 0.0897 -0.7148
H 4.2505 -2.0560 -1.6965
H 5.9358 -3.7527 -1.3573
H 5.8848 -5.2203 0.6298
H 4.0584 -4.9494 2.2952
H 2.3598 -3.2190 1.9761
H -0.2334 4.7997 0.4324
H -2.1516 5.8997 1.5206
H -3.5787 4.6109 3.0761
H -3.0711 2.2626 3.5466
H -1.6324 1.0065 5.5409
H -3.6152 0.4585 6.8777
H -5.4425 -0.8939 5.9039
H -5.2751 -1.6655 3.5537
H -3.3147 -1.0840 2.2009
H 0.1051 2.9047 4.1421
H 1.6941 3.1660 5.9924
H 2.8234 1.1890 6.9579
H 2.3346 -1.0639 6.0513
H 0.7169 -1.3333 4.2097
Se 1.5092 -5.0714 -0.6392
Se 0.2855 -6.8695 -1.4061
Te -1.1866 -7.3572 0.5789
Se -2.7446 -5.4266 0.3142
C -4.8694 -2.6881 -1.5093
C -3.3690 -2.8235 -1.5186
S -2.5136 -2.0740 -0.1735
C -2.7123 -3.5329 -2.4484
C -3.4277 -4.3033 -3.5255
S -0.9580 -3.6680 -2.4501
H -5.1747 -1.9852 -0.7355
H -5.3278 -3.6597 -1.2989
H -5.2386 -2.3351 -2.4771
H -3.9605 -5.1478 -3.0760
H -2.7021 -4.6922 -4.2380
H -4.1505 -3.6771 -4.0543
I -0.2695 -3.7562 2.6370
```

Calculated values
max |F|: 0.03212 Eh/bohr
relative energy (zero: lowest compared OMol25 entry of this formula, charge and spin): 0.000 eV
LUMO level (alpha / beta): 0.14074 / 0.14074 hartree
charge: -2
multiplicity: 2
<S²>: 0.76
Kohn-Sham gap (alpha / beta): 0.1901 / 0.1894 Eh